No. 1
The following is a DFT calculation (ωB97M-V with the def2-TZVPD basis set) of a cluster of 2 separate species, C23H39BFN2O9P in total in a non-equilibrium geometry.

Output
Energy above the lowest of the compared OMol25 structures with the same formula, charge and spin in eV: 0.0000
Net charge: 0

Each line ends with the Löwdin charge.
Geometry (Å):
C  -0.52949  -5.55440  2.11528  -0.07
C  -0.50837  -4.24752  2.99519  -0.26
O  -1.70255  -3.49466  2.69252  -0.20
C  -1.47086  -2.08727  2.95625  -0.20
C  -1.17185  -1.37502  1.58783  -0.06
C  -2.20152  -0.20272  1.24332  -0.25
O  -2.99848  -0.48123  0.08724  -0.12
C  -4.07499  -1.35526  0.36845  -0.08
C  -4.21683  -2.44829  -0.75516  -0.35
O  -4.67158  -3.49454  -0.40837  0.15
N  -3.85864  -2.17737  -2.14587  0.16
C  -2.82102  -3.02425  -2.63091  -0.50
O  -2.50722  -4.07873  -2.22885  0.19
F  -2.10425  -2.48087  -3.67469  0.08
C  -1.58287  1.23340  1.29257  -0.41
C  -2.80691  2.25662  1.34275  -0.01
C  -0.99269  1.33819  2.79261  -0.14
C  0.57442  1.30926  2.85146  -0.09
O  -0.50703  1.57450  0.46061  -0.10
C  -0.51737  1.34182  -0.94618  -0.29
P  0.83143  2.57191  -1.55662  0.81
O  0.80571  2.61202  -3.06562  -0.43
B  0.06185  -0.07124  -1.47819  -0.55
O  -0.64715  -1.29011  -1.50438  0.14
O  1.40610  -0.19048  -1.92599  -0.01
C  2.28625  -0.48642  -0.81530  -0.24
C  3.79360  -0.41950  -1.28835  -0.06
C  -1.77236  1.89895  -1.74191  -0.25
C  -2.53390  1.03375  -2.55091  0.01
C  -3.68441  1.55069  -3.28220  -0.01
C  -3.85738  2.96285  -3.09285  -0.06
C  -2.95491  3.67688  -2.25949  -0.14
N  -1.90847  3.24326  -1.53152  0.10
H  -0.18117  -6.40271  2.75437  0.07
H  -1.55743  -5.71497  1.72341  0.08
H  0.16284  -5.38471  1.25515  0.07
H  -0.52394  -4.45763  4.09326  0.12
H  0.36582  -3.63766  2.66564  0.11
H  -2.39072  -1.72678  3.47310  0.12
H  -0.62692  -2.00221  3.68764  0.12
H  -1.36375  -2.14959  0.79946  0.13
H  -0.11057  -1.06124  1.46631  0.11
H  -2.92361  -0.23426  2.10816  0.14
H  -3.99373  -1.90149  1.33413  0.14
H  -5.06001  -0.80869  0.37984  0.15
H  -4.65887  -2.25303  -2.77572  0.15
H  -3.53214  2.10663  0.51559  0.08
H  -3.26916  2.17529  2.35842  0.09
H  -2.32853  3.27175  1.32501  0.10
H  -1.29994  2.32652  3.22487  0.11
H  -1.42429  0.56388  3.46477  0.11
H  1.05318  2.29146  2.64274  0.08
H  1.05384  0.54758  2.19917  0.05
H  0.85751  1.04613  3.90768  0.08
H  2.11166  2.20650  -1.05901  0.03
H  0.55543  3.88507  -1.09518  0.03
H  0.01136  -1.94897  -1.21297  0.12
H  2.06937  -1.52984  -0.47778  0.12
H  2.19645  0.27524  0.00468  0.10
H  3.91165  0.34113  -2.09666  0.09
H  4.13163  -1.43517  -1.59854  0.08
H  4.41738  -0.13336  -0.41573  0.05
H  -2.37234  -0.05565  -2.67532  0.09
H  -4.31982  0.90844  -3.91464  0.11
H  -4.68950  3.48577  -3.59650  0.10
H  -3.12857  4.77849  -2.18517  0.11
C  6.88458  3.23743  -1.19574  -0.02
C  7.13993  1.85664  -0.64763  -0.49
O  6.29499  0.98963  -0.70553  0.05
C  8.48835  1.59823  -0.02486  -0.02
H  5.87833  3.28050  -1.61220  0.08
H  6.96522  3.97617  -0.39612  0.09
H  7.60154  3.46214  -1.98743  0.09
H  8.63942  2.26488  0.82616  0.09
H  9.27572  1.75090  -0.76520  0.09
H  8.53254  0.56732  0.32567  0.08

No. 2
The following is a DFT calculation (ωB97M-V with the def2-TZVPD basis set) of a structure of composition C20H29BaI2N in a non-equilibrium geometry.

Output
Energy above the lowest of the compared OMol25 structures with the same formula, charge and spin in eV: 0.3432
Net charge: 0

Each line ends with the natural charge from an NBO analysis.
Geometry (Å):
Ba  -0.11274  0.37270  -0.16086  1.76
C  -1.35246  1.96943  1.73670  -0.17
C  -1.96214  2.40154  0.54074  -0.15
C  -0.97310  3.03330  -0.24322  -0.21
C  0.24654  2.99830  0.46283  -0.11
C  0.01366  2.34040  1.69132  -0.22
C  1.02248  1.94984  2.73360  -0.63
C  1.54718  3.56521  -0.03806  -0.65
C  -1.19911  3.75658  -1.53760  -0.63
C  -3.39624  2.22065  0.13721  -0.63
C  -1.96359  1.16275  2.84825  -0.63
H  0.74050  2.37567  3.70074  0.22
H  2.01951  2.32162  2.49706  0.22
H  1.11024  0.86419  2.88376  0.19
H  1.48081  4.65486  -0.10159  0.22
H  1.83307  3.20128  -1.03171  0.20
H  2.37199  3.33623  0.63750  0.21
H  -1.38694  4.82201  -1.37079  0.21
H  -2.05211  3.35846  -2.08990  0.21
H  -0.32775  3.69676  -2.19665  0.20
H  -3.98784  1.78952  0.94493  0.21
H  -3.51664  1.56546  -0.73582  0.20
H  -3.86211  3.17202  -0.13135  0.22
H  -1.88352  1.70597  3.79423  0.22
H  -1.48005  0.18999  3.00657  0.19
H  -3.02269  0.97188  2.67308  0.21
C  0.67901  -2.49583  2.13667  -0.43
N  -0.25571  -2.30602  1.03412  -0.50
C  -1.59844  -2.69024  1.43743  -0.42
C  0.15766  -3.10620  -0.13710  -0.28
C  1.49874  -2.73510  -0.72875  -0.01
C  2.39316  -3.79746  -0.84884  -0.26
C  3.64880  -3.60288  -1.40279  -0.24
C  3.99566  -2.33536  -1.82315  -0.23
C  3.08658  -1.28899  -1.68652  -0.26
C  1.79475  -1.40257  -1.14970  -0.59
H  0.69136  -3.54179  2.47966  0.18
H  0.39661  -1.86481  2.98118  0.19
H  1.68575  -2.23318  1.81267  0.23
H  -1.65860  -3.75261  1.72141  0.18
H  -2.29921  -2.53236  0.61378  0.19
H  -1.92827  -2.09347  2.28799  0.20
H  -0.63278  -2.99741  -0.88782  0.19
H  0.15370  -4.16643  0.16650  0.17
H  2.11155  -4.78715  -0.50420  0.19
H  4.34548  -4.42744  -1.49642  0.20
H  4.97406  -2.16179  -2.25638  0.20
H  3.42270  -0.31435  -2.03872  0.18
I  -2.30298  -1.61912  -3.04952  0.15
C  -1.31315  -0.71442  -4.67758  -0.73
I  -0.32826  1.06695  -4.13667  0.17
H  -2.04733  -0.48388  -5.43973  0.23
H  -0.57777  -1.41275  -5.05850  0.24

No. 3
The following is a DFT calculation (ωB97M-V with the def2-TZVPD basis set) of a structure of composition C3H5F6NO4S2Zn in a non-equilibrium geometry.

Output
Energy above the lowest of the compared OMol25 structures with the same formula, charge and spin in eV: 0.6077
Net charge: 0

Each line ends with the natural charge from an NBO analysis.
Geometry (Å):
Zn  -0.27151  1.38765  -0.91995  1.56
C  -1.33716  2.20476  -2.43678  -1.36
H  -1.76695  1.33636  -2.95715  0.23
H  -2.14977  2.85367  -2.08426  0.22
H  -0.68646  2.74626  -3.13789  0.22
H  -0.25211  3.29663  -1.01915  0.13
H  0.15208  3.06878  -0.34283  -0.12
F  -0.13362  0.25473  4.06421  -0.30
C  0.29622  -0.64240  3.15161  0.76
F  1.33221  -1.33590  3.66211  -0.29
F  -0.71400  -1.49385  2.88160  -0.30
S  0.78794  0.24613  1.58161  2.19
O  -0.53600  0.63613  0.99984  -1.03
O  1.70434  1.31074  1.88870  -0.87
N  1.47013  -0.94294  0.78292  -1.20
S  1.20069  -1.37836  -0.72214  2.23
O  0.70054  -0.26010  -1.57483  -1.04
O  2.31513  -2.10460  -1.23859  -0.86
C  -0.25690  -2.57917  -0.65112  0.75
F  -0.04078  -3.53187  0.27589  -0.30
F  -1.39542  -1.91161  -0.34561  -0.31
F  -0.41860  -3.16104  -1.85819  -0.30

No. 4
The following is a DFT calculation (ωB97M-V with the def2-TZVPD basis set) of a cluster of 3 separate species, C26H48BF9N5O3 in total in a non-equilibrium geometry.

Output
Net charge: +1

Each line ends with the Löwdin charge.
Geometry (Å):
C  2.93285  -2.70477  0.07441  -0.06
N  1.92744  -1.80527  -0.57630  -0.12
C  0.65098  -1.72933  0.18858  -0.05
B  2.55231  -0.46898  -0.60142  -0.56
O  2.86484  0.29983  0.53279  0.16
N  2.82381  0.11928  -1.96827  0.12
C  3.57109  -0.67666  -2.86121  0.09
C  3.61138  0.12068  -4.05130  -0.14
C  4.30201  -0.32403  -5.36395  0.01
C  3.86857  -1.82515  -5.59196  -0.43
O  2.72663  -2.10366  -5.57723  0.18
F  4.78087  -2.82050  -5.79742  0.10
N  2.92137  1.28318  -3.74443  0.18
C  2.40380  1.30800  -2.46699  -0.14
C  1.54209  2.41396  -1.78122  0.00
C  0.42134  2.85314  -2.81211  -0.18
O  -0.87430  2.36060  -2.51635  -0.11
C  -0.97592  0.95646  -2.69169  -0.07
C  -1.27331  0.49847  -4.16464  -0.32
F  -0.86242  1.38980  -5.12961  0.10
F  -0.52613  -0.65931  -4.37444  0.09
C  -2.81586  0.20967  -4.44870  -0.30
F  -2.98325  0.44883  -5.80661  0.11
F  -3.63839  1.09178  -3.80866  0.15
C  -3.23911  -1.28335  -4.21615  -0.32
F  -2.74349  -2.12854  -5.17577  0.13
F  -2.89743  -1.76743  -2.97307  0.12
C  -4.82940  -1.36813  -4.38179  -0.25
F  -5.13194  -2.64653  -4.78115  0.08
F  -5.49310  -0.96519  -3.25818  0.09
H  2.99578  -2.39623  1.15750  0.10
H  3.92422  -2.58006  -0.44259  0.09
H  2.55976  -3.75122  -0.03854  0.11
H  -0.14533  -2.28385  -0.37606  0.10
H  0.76037  -2.24968  1.17213  0.09
H  0.30477  -0.67311  0.33686  0.09
H  3.81203  0.13421  0.71335  0.14
H  3.99562  -1.68200  -2.70460  0.16
H  3.87692  0.23923  -6.23736  0.14
H  5.41124  -0.22253  -5.35559  0.13
H  2.79649  2.02917  -4.42800  0.18
H  2.22454  3.23060  -1.45662  0.14
H  1.06021  1.90440  -0.90330  0.13
H  0.78371  2.62863  -3.84420  0.11
H  0.35278  3.97255  -2.74947  0.15
H  -0.10040  0.36527  -2.32565  0.13
H  -1.85235  0.62578  -2.06911  0.15
H  -5.10472  -0.69690  -5.23583  0.18
C  -4.58168  4.38242  3.08799  -0.09
C  -3.81657  5.31453  2.15768  -0.27
N  -2.42589  4.93090  1.96333  -0.20
C  -1.62584  5.96360  1.31888  -0.25
C  -1.98313  6.34966  -0.11908  -0.09
C  -2.19677  3.57659  1.48742  -0.25
C  -2.84609  3.16691  0.16228  -0.08
H  -4.07375  4.28141  4.04913  0.08
H  -5.57883  4.78547  3.27606  0.08
H  -4.71056  3.38804  2.65512  0.06
H  -3.84237  6.31045  2.60969  0.12
H  -4.35885  5.38862  1.20431  0.10
H  -0.57040  5.67342  1.35390  0.11
H  -1.68709  6.86680  1.93515  0.11
H  -1.66859  5.58859  -0.83436  0.04
H  -1.46272  7.27249  -0.38844  0.07
H  -3.05114  6.53114  -0.24749  0.07
H  -2.53864  2.88085  2.25972  0.10
H  -1.11812  3.39546  1.42350  0.11
H  -3.88990  3.47699  0.09299  0.07
H  -2.82472  2.07675  0.06666  0.07
H  -2.30671  3.56960  -0.69422  0.04
C  -0.53893  -2.64456  4.69766  -0.09
C  0.25108  -3.81953  4.13607  -0.28
N  1.68710  -3.70838  4.34408  -0.20
C  2.45831  -4.66840  3.56596  -0.26
C  2.27239  -6.15457  3.87888  -0.08
C  2.12312  -3.52440  5.72280  -0.25
C  1.71738  -4.58700  6.74665  -0.08
H  -0.16659  -1.69543  4.30508  0.07
H  -1.58960  -2.73643  4.41367  0.07
H  -0.50002  -2.61008  5.78782  0.07
H  0.05679  -3.85109  3.05832  0.10
H  -0.15315  -4.75153  4.55448  0.10
H  3.52263  -4.42356  3.64462  0.11
H  2.21350  -4.51346  2.50782  0.09
H  2.76479  -6.43793  4.80817  0.06
H  2.72557  -6.75368  3.08477  0.07
H  1.22051  -6.43822  3.93823  0.07
H  1.74794  -2.55812  6.07274  0.10
H  3.21131  -3.41171  5.74344  0.11
H  0.66750  -4.87253  6.66051  0.07
H  1.86512  -4.19604  7.75611  0.08
H  2.32871  -5.48517  6.66380  0.06

It is found that the LUMO energy values, taken in the order of the records, are 0.4; -0.6; 0.1; -3.2 eV.
It is found that the E values, taken in the order of the records, are -58572.073; -39594.831; -99262.501; -66460.936 eV.